Record 1
This record from the Open Molecules 2025 dataset describes C5H11N3O3 in the gas phase. The level of theory is ωB97M-V with the def2-TZVPD basis set.

Properties
Highest occupied orbital energy (spin up / spin down) = -6.81 / -6.51 eV
Gap between HOMO and LUMO (spin up / spin down) = 7.250 / 6.815 eV
Max |F| = 0.0713 Eh/bohr
Energy relative to the best compared isomer or geometry (same formula, charge and spin) = 215.7 kJ/mol
LUMO energy (spin up / spin down) = 0.4 / 0.3 eV

Last column: natural (NBO) charge in e.
Geometry (Å):
1 C 1.912 0.607 -0.503  0.6371
2 C -0.916 -1.168 -0.685  -0.2127
3 C -0.438 1.075 0.328  0.0743
4 C -1.304 0.329 -0.636  0.0158
5 C 1.379 -0.658 -0.089  0.1592
6 N -0.226 2.346 0.180  -0.7383
7 N 1.652 -1.138 1.222  -0.8456
8 N 0.474 -1.437 -0.983  -0.6431
9 O 1.733 1.001 -1.826  -0.7294
10 O 2.600 1.350 0.161  -0.6819
11 O -2.593 0.412 -0.181  -0.6768
12 H -1.189 -1.557 0.316  0.1315
13 H -1.495 -1.758 -1.351  0.2109
14 H -0.356 0.743 1.357  0.1935
15 H -1.308 0.734 -1.659  0.1966
16 H 0.078 2.687 -0.767  0.4151
17 H 0.143 2.884 0.950  0.4056
18 H 2.199 -0.537 1.860  0.4167
19 H 0.846 -1.599 1.594  0.3618
20 H 0.548 -2.440 -0.743  0.3695
21 H 1.257 0.368 -2.340  0.4828
22 H -2.547 0.003 0.753  0.4572



Record 2
This record from the Open Molecules 2025 dataset describes a molecular structure, C33H44AsN4ORuSSi. The level of theory is ωB97M-V with the def2-TZVPD basis set.

Properties
Highest occupied orbital energy (spin up / spin down) = -12.84 / -13.37 eV
Expectation value of S² = 8.80
Gap between HOMO and LUMO (spin up / spin down) = 8.453 / 5.956 eV
Max |F| = 0.0059 Eh/bohr
Energy relative to the best compared isomer or geometry (same formula, charge and spin) = 22.5 kJ/mol
LUMO energy (spin up / spin down) = -4.4 / -7.4 eV
Charge = +2
Multiplicity = 6

Last column: Mulliken spin population.
Geometry (Å):
1 Ru 0.296 0.052 -0.060  3.6551
2 C -1.772 2.561 0.468  -0.0178
3 C -0.631 2.731 1.470  0.0138
4 N 0.657 2.212 0.987  0.0466
5 C 1.466 3.135 0.182  0.0041
6 C 0.909 3.378 -1.214  -0.0114
7 S 0.528 1.841 -2.113  0.0879
8 C -1.254 2.003 -2.457  0.0040
9 C -2.192 1.203 -1.550  -0.0461
10 N -1.781 1.220 -0.139  0.0513
11 H -1.704 3.301 -0.326  -0.0042
12 H -2.717 2.762 0.980  0.0022
13 H -0.874 2.178 2.378  -0.0122
14 H -0.555 3.788 1.749  0.0023
15 H 1.208 1.946 1.798  -0.0072
16 H 2.463 2.695 0.102  -0.0015
17 H 1.575 4.105 0.683  0.0006
18 H 1.652 3.921 -1.797  -0.0007
19 H 0.015 3.996 -1.190  0.0016
20 H -1.403 1.673 -3.486  -0.0015
21 H -1.482 3.068 -2.448  0.0013
22 H -2.207 0.156 -1.859  0.0137
23 H -3.208 1.596 -1.681  -0.0006
24 H -2.410 0.618 0.384  0.0150
25 C 3.787 -1.376 -0.368  -0.0156
26 C 3.116 -1.557 0.954  0.0203
27 C 3.758 -2.271 1.997  0.2480
28 C 3.138 -2.408 3.224  -0.0627
29 C 1.879 -1.869 3.413  0.2112
30 C 1.248 -1.187 2.337  -0.0426
31 N 1.931 -1.029 1.137  0.1323
32 N 0.039 -0.668 2.316  0.4949
33 Si -1.171 -0.707 3.655  -0.0014
34 C -2.787 -0.250 2.845  0.0002
35 C -0.633 0.539 4.933  0.0194
36 C -1.298 -2.422 4.380  0.0132
37 H 4.080 -2.342 -0.780  -0.0044
38 H 4.696 -0.784 -0.252  -0.0004
39 H 3.113 -0.879 -1.065  0.0022
40 H 4.739 -2.689 1.821  0.0052
41 H 3.630 -2.939 4.026  0.0028
42 H 1.367 -1.970 4.356  0.0223
43 H -2.875 0.814 2.626  0.0002
44 H -3.613 -0.506 3.509  -0.0005
45 H -2.939 -0.821 1.927  0.0008
46 H -0.578 1.562 4.563  0.0011
47 H 0.341 0.283 5.352  0.0011
48 H -1.346 0.534 5.759  0.0006
49 H -1.201 -3.207 3.630  0.0012
50 H -2.285 -2.530 4.832  -0.0007
51 H -0.571 -2.613 5.167  -0.0007
52 O 0.228 -1.394 -1.554  0.1446
53 As 0.019 -1.923 -3.147  -0.0019
54 C 0.912 -0.763 -4.368  0.0014
55 C 2.304 -0.806 -4.271  0.0014
56 C 3.078 0.031 -5.055  0.0005
57 C 2.468 0.907 -5.942  0.0011
58 C 1.086 0.946 -6.045  0.0004
59 C 0.304 0.114 -5.257  0.0005
60 C -1.867 -2.148 -3.371  0.0069
61 C -2.614 -1.799 -4.489  -0.0019
62 C -3.987 -2.008 -4.493  0.0003
63 C -4.610 -2.571 -3.391  0.0002
64 C -3.862 -2.939 -2.280  -0.0047
65 C -2.493 -2.730 -2.267  -0.0062
66 C 0.882 -3.615 -3.233  0.0085
67 C 1.144 -4.295 -2.049  0.0074
68 C 1.733 -5.550 -2.105  -0.0010
69 C 2.056 -6.110 -3.333  -0.0001
70 C 1.797 -5.423 -4.511  0.0007
71 C 1.208 -4.170 -4.466  -0.0019
72 H 2.786 -1.506 -3.594  -0.0006
73 H 4.156 -0.009 -4.985  0.0001
74 H 3.073 1.555 -6.560  0.0001
75 H 0.613 1.623 -6.742  -0.0001
76 H -0.773 0.181 -5.344  -0.0011
77 H -2.150 -1.397 -5.380  0.0003
78 H -4.564 -1.743 -5.367  0.0000
79 H -5.677 -2.741 -3.403  0.0000
80 H -4.344 -3.398 -1.428  0.0000
81 H -1.915 -3.018 -1.395  0.0084
82 H 0.895 -3.843 -1.097  -0.0079
83 H 1.936 -6.093 -1.192  0.0000
84 H 2.512 -7.089 -3.373  0.0000
85 H 2.056 -5.864 -5.463  0.0000
86 H 1.014 -3.634 -5.388  0.0002



Record 3
This record from the Open Molecules 2025 dataset describes 6 unconnected molecules or ions with the total composition C2H14O6. The level of theory is ωB97M-V with the def2-TZVPD basis set.

Properties
Highest occupied orbital energy (spin up / spin down) = -14.25 / -14.25 eV
Expectation value of S² = 0.76
Gap between HOMO and LUMO (spin up / spin down) = 7.809 / 4.275 eV
Max |F| = 0.0710 Eh/bohr
Energy relative to the best compared isomer or geometry (same formula, charge and spin) = 310.9 kJ/mol
LUMO energy (spin up / spin down) = -6.4 / -10.0 eV
Charge = +1
Multiplicity = 2

Last column: Mulliken spin population.
Geometry (Å):
1 O 2.622 0.635 0.617  0.7931
2 C 1.976 1.555 1.132  -0.0153
3 C 0.495 1.197 1.216  0.1080
4 H 2.486 2.464 1.529  0.0652
5 H 0.594 0.148 0.785  0.0076
6 H -0.199 2.024 0.849  -0.0044
7 H 0.210 1.037 2.389  -0.0025
8 H 1.559 -1.369 -1.442  -0.0017
9 H 1.857 -0.789 -0.058  -0.0008
10 O 1.772 -1.563 -0.527  0.0487
11 H -2.237 2.157 -1.442  0.0000
12 H -2.065 0.640 -0.683  0.0002
13 O -1.710 1.370 -1.355  0.0021
14 H 0.475 1.141 -2.830  0.0000
15 H -0.227 0.162 -2.046  0.0001
16 O 0.689 0.353 -2.252  -0.0005
17 H -0.745 -3.440 0.826  0.0000
18 H 0.620 -2.629 0.202  -0.0020
19 O -0.283 -2.557 0.625  0.0021
20 H -1.909 -0.817 1.153  0.0002
21 H -3.252 -1.266 0.648  0.0001
22 O -2.729 -0.453 0.666  -0.0002



Record 4
This record from the Open Molecules 2025 dataset describes a gas-phase ion, C4H5ClFN2S (charge +1). The level of theory is ωB97M-V with the def2-TZVPD basis set.

Properties
Highest occupied orbital energy = -13.50 eV
Gap between HOMO and LUMO = 9.623 eV
Max |F| = 0.0814 Eh/bohr
Energy relative to the best compared isomer or geometry (same formula, charge and spin) = 0.0 kJ/mol
LUMO energy = -3.9 eV
Charge = +1

Last column: natural (NBO) charge in e.
Geometry (Å):
1 C 2.369 -0.040 -0.122  -0.0546
2 C 1.707 0.886 -0.931  0.0600
3 C 0.241 -0.325 0.217  0.3272
4 C -2.691 -0.402 0.436  -0.1129
5 N 0.367 0.667 -0.651  -0.5142
6 N 1.478 -0.782 0.578  -0.4955
7 F -3.055 0.874 0.736  -0.3397
8 S -1.229 -0.935 1.329  0.3071
9 Cl 2.179 1.984 -2.132  0.1567
10 H 3.412 -0.114 0.171  0.2643
11 H -2.617 -0.521 -0.579  0.1948
12 H -3.548 -0.989 0.886  0.2336
13 H -0.378 1.368 -1.003  0.4893
14 H 1.765 -1.671 1.065  0.4839



Record 5
This record from the Open Molecules 2025 dataset describes a molecular structure, C32H47N11O2Sr. The level of theory is ωB97M-V with the def2-TZVPD basis set.

Properties
Highest occupied orbital energy (spin up / spin down) = -7.08 / -7.08 eV
Gap between HOMO and LUMO (spin up / spin down) = 5.445 / 5.441 eV
Max |F| = 0.0892 Eh/bohr
Energy relative to the best compared isomer or geometry (same formula, charge and spin) = 283.7 kJ/mol
LUMO energy (spin up / spin down) = -1.6 / -1.6 eV

Last column: Mulliken charge in e.
Geometry (Å):
1 Sr 0.128 -0.608 -2.146  1.9085
2 C 3.253 2.551 2.555  -2.1312
3 C 4.096 1.315 2.244  2.0051
4 C 4.346 0.546 3.552  -1.6069
5 C 5.438 1.774 1.653  -1.6755
6 C 3.397 0.392 1.255  0.1149
7 C 2.120 0.560 0.885  -1.5558
8 C 1.482 -0.464 0.075  0.5724
9 N 0.198 -0.713 0.132  -0.9426
10 C -0.709 0.327 0.382  -0.7696
11 C -1.694 0.171 1.366  -0.6935
12 C -2.596 1.177 1.614  -0.4407
13 C -2.583 2.265 0.726  0.2968
14 C -1.735 2.403 -0.359  -0.9437
15 C -0.665 1.471 -0.516  2.1344
16 O 0.249 1.515 -1.440  -1.3810
17 C -1.923 3.627 -1.275  1.7552
18 C -3.418 3.796 -1.606  -1.5972
19 C -1.190 3.527 -2.621  -1.8975
20 C -1.427 4.880 -0.543  -1.6555
21 C -3.546 1.096 2.811  1.8822
22 C -2.727 1.013 4.106  -1.7144
23 C -4.458 2.320 2.905  -2.0799
24 C -4.420 -0.159 2.684  -1.5217
25 C 2.350 -1.422 -0.673  2.1975
26 O 1.954 -1.860 -1.760  -0.8354
27 C 3.667 -1.695 -0.115  -0.4166
28 C 4.127 -0.796 0.780  -0.2205
29 C 4.464 -2.901 -0.609  2.2042
30 C 5.056 -2.574 -1.993  -1.6610
31 C 5.604 -3.238 0.355  -2.1198
32 C 3.553 -4.137 -0.720  -1.7646
33 H 3.822 3.225 3.198  0.4568
34 H 2.988 3.092 1.643  0.4279
35 H 2.332 2.289 3.081  0.3607
36 H 4.852 1.189 4.277  0.4649
37 H 3.400 0.213 3.988  0.3136
38 H 4.973 -0.337 3.390  0.3225
39 H 5.919 2.482 2.331  0.4775
40 H 6.129 0.940 1.500  0.3121
41 H 5.289 2.269 0.688  0.3463
42 H 1.489 1.338 1.289  0.6099
43 H -1.656 -0.732 1.968  0.5788
44 H -3.313 3.047 0.885  0.4364
45 H -3.819 2.878 -2.047  0.1875
46 H -4.020 4.046 -0.730  0.3361
47 H -3.540 4.607 -2.329  0.4869
48 H -1.469 2.622 -3.167  0.3504
49 H -1.468 4.393 -3.231  0.4731
50 H -0.110 3.520 -2.501  0.2904
51 H -1.946 5.015 0.410  0.2656
52 H -0.355 4.804 -0.338  0.3159
53 H -1.597 5.772 -1.156  0.4611
54 H -2.081 1.889 4.205  0.3625
55 H -3.389 0.974 4.977  0.4466
56 H -2.093 0.123 4.120  0.3258
57 H -3.883 3.244 3.008  0.3987
58 H -5.104 2.412 2.026  0.3355
59 H -5.099 2.227 3.785  0.4431
60 H -3.814 -1.069 2.679  0.3282
61 H -5.123 -0.225 3.519  0.4693
62 H -4.985 -0.137 1.747  0.1721
63 H 5.116 -0.956 1.191  0.3957
64 H 5.751 -1.734 -1.924  0.3296
65 H 5.599 -3.440 -2.384  0.4482
66 H 4.269 -2.316 -2.701  0.3377
67 H 6.386 -2.472 0.354  0.3562
68 H 5.238 -3.359 1.378  0.4334
69 H 6.069 -4.176 0.046  0.4480
70 H 2.792 -4.011 -1.492  0.3108
71 H 4.158 -5.008 -0.976  0.4758
72 H 3.050 -4.333 0.233  0.3681
73 N -0.289 -1.193 -5.745  -0.7590
74 C -0.043 -0.962 -4.625  -0.0420
75 N -5.250 -0.440 -3.565  -0.4145
76 C -5.462 -0.075 -2.284  0.6274
77 N -6.696 0.335 -1.934  -0.4008
78 N -4.540 -0.121 -1.357  -0.3809
79 C -3.325 -0.460 -1.736  0.2402
80 N -2.268 -0.777 -2.095  -0.5595
81 H -5.915 -0.224 -4.284  0.2137
82 H -4.304 -0.640 -3.853  0.1662
83 H -7.451 0.393 -2.588  0.1655
84 H -6.842 0.593 -0.975  0.2056
85 N -0.232 -6.564 -0.608  -0.6054
86 N -0.194 -5.436 -1.423  1.2412
87 N 0.178 -5.498 -2.679  -0.8815
88 C -0.028 -4.238 -3.060  -0.3007
89 N -0.497 -3.482 -2.058  0.2907
90 N -0.606 -4.275 -1.003  -0.8001
91 H 0.377 -7.252 -1.031  0.3113
92 H 0.078 -6.294 0.316  0.2798
93 H 0.161 -3.859 -4.055  0.4967



Record 6
This record from the Open Molecules 2025 dataset describes a gas-phase ion, C4H8NS (charge +1). The level of theory is ωB97M-V with the def2-TZVPD basis set.

Properties
Highest occupied orbital energy (spin up / spin down) = -13.84 / -13.88 eV
Gap between HOMO and LUMO (spin up / spin down) = 7.151 / 7.118 eV
Max |F| = 0.0579 Eh/bohr
Energy relative to the best compared isomer or geometry (same formula, charge and spin) = 212.4 kJ/mol
LUMO energy (spin up / spin down) = -6.7 / -6.8 eV
Charge = +1

Last column: natural (NBO) charge in e.
Geometry (Å):
1 C 0.410 -1.344 -0.014  -0.0756
2 C 1.754 -1.000 0.056  0.0910
3 C 2.116 0.369 0.156  -0.7131
4 C -2.629 1.070 -0.152  -0.7795
5 N -0.559 -0.411 0.198  -0.5506
6 S -2.010 -0.398 0.689  0.9440
7 H 0.082 -2.412 -0.158  0.2286
8 H 2.470 -1.752 -0.032  0.2306
9 H 2.968 0.423 0.932  0.2843
10 H 1.164 0.929 0.256  0.2526
11 H 2.568 0.690 -0.821  0.2882
12 H -2.124 0.975 -1.110  0.2614
13 H -2.549 2.018 0.361  0.2738
14 H -3.662 0.844 -0.362  0.2641



Record 7
This record from the Open Molecules 2025 dataset describes BrFHN in the gas phase. The level of theory is ωB97M-V with the def2-TZVPD basis set.

Properties
Highest occupied orbital energy = -9.81 eV
Gap between HOMO and LUMO = 9.656 eV
Max |F| = 0.0619 Eh/bohr
Energy relative to the best compared isomer or geometry (same formula, charge and spin) = 43.3 kJ/mol
LUMO energy = -0.2 eV
SMILES = FNBr

Last column: natural (NBO) charge in e.
Geometry (Å):
1 F -0.444 -0.398 1.312  -0.2730
2 N 0.310 0.089 0.075  -0.3761
3 Br -0.783 0.965 -1.055  0.2649
4 H 0.917 -0.656 -0.331  0.3842